(1)
The following is a quantum chemistry calculation of a molecular structure, C27H52BiFGeO3Sb, from the Open Molecules 2025 dataset.

Positions of all 86 atoms, in Å:
Bi 0.358 -0.829 0.623
C -1.791 2.680 2.058
C -1.718 1.468 2.971
C -2.826 0.477 2.638
C -1.775 1.879 4.434
O -0.438 0.848 2.691
Ge 0.451 -0.351 3.716
O 1.786 -0.385 2.127
C 2.918 0.546 1.952
C 3.575 0.688 3.314
C 3.868 -0.081 0.951
C 2.386 1.875 1.440
O -0.311 -1.745 2.437
C -0.491 -3.168 2.826
C -1.127 -3.155 4.207
C 0.859 -3.862 2.852
C -1.441 -3.779 1.813
H -2.754 3.183 2.155
H -1.670 2.367 1.016
H -1.003 3.395 2.296
H -3.804 0.918 2.829
H -2.741 -0.429 3.240
H -2.784 0.189 1.583
H -2.706 2.403 4.652
H -0.946 2.544 4.680
H -1.732 1.008 5.094
H 3.868 -0.286 3.705
H 2.913 1.173 4.034
H 4.469 1.306 3.228
H 4.260 -1.027 1.324
H 4.710 0.585 0.766
H 3.378 -0.259 -0.014
H 1.620 2.281 2.099
H 1.951 1.755 0.439
H 3.196 2.600 1.353
H -0.454 -2.752 4.966
H -1.365 -4.177 4.502
H -2.054 -2.581 4.207
H 1.566 -3.317 3.480
H 1.279 -3.964 1.854
H 0.746 -4.863 3.270
H -2.412 -3.284 1.846
H -1.589 -4.837 2.033
H -1.035 -3.719 0.801
F 2.288 -5.629 -2.917
C 1.943 -4.614 -2.132
C 2.843 -4.182 -1.169
C 2.479 -3.131 -0.346
C 1.237 -2.511 -0.501
C 0.361 -2.968 -1.484
C 0.701 -4.032 -2.308
H 3.799 -4.678 -1.075
H 3.170 -2.806 0.420
H -0.620 -2.513 -1.621
H 0.033 -4.415 -3.067
C -3.478 2.399 -1.789
C -2.805 1.478 -2.800
C -3.024 1.914 -4.250
Sb -0.692 1.323 -2.416
C 0.277 3.248 -2.372
C -0.219 4.078 -3.555
C 0.119 3.981 -1.046
C 0.198 0.336 -4.095
C -0.572 -0.903 -4.540
C 1.676 0.051 -3.847
H -4.544 2.459 -2.017
H -3.081 3.415 -1.838
H -3.378 2.040 -0.764
H -3.151 0.451 -2.661
H -2.727 2.948 -4.415
H -4.094 1.847 -4.460
H -2.516 1.282 -4.978
H 1.320 2.960 -2.524
H -1.251 4.398 -3.412
H -0.134 3.574 -4.518
H 0.393 4.982 -3.612
H -0.918 4.269 -0.869
H 0.711 4.898 -1.077
H 0.459 3.394 -0.193
H 0.093 1.135 -4.840
H -0.263 -1.771 -3.957
H -0.344 -1.116 -5.586
H -1.655 -0.805 -4.462
H 1.802 -0.722 -3.086
H 2.239 0.936 -3.546
H 2.134 -0.320 -4.766

Cartesian forces, eV/Å:
-0.4 0.0 -0.1
0.0 0.1 0.0
0.1 -0.1 0.1
-0.1 0.0 0.0
0.0 0.0 0.0
-0.1 0.2 -0.2
0.1 -0.2 0.2
0.3 0.1 0.0
-0.2 0.0 0.0
0.0 0.0 0.0
0.1 0.0 0.0
0.0 0.1 0.0
0.0 -0.2 0.2
0.0 0.1 -0.1
0.0 0.0 0.0
0.0 0.0 0.0
0.0 -0.1 0.0
0.0 0.0 0.0
0.0 0.0 0.0
0.0 0.0 0.0
0.0 0.0 0.0
0.0 0.0 0.0
0.0 0.0 0.0
0.0 0.0 0.0
0.0 0.0 0.0
0.0 0.0 0.0
0.0 0.0 0.0
0.0 0.0 0.0
0.0 0.0 0.0
0.0 0.0 0.0
0.0 0.0 0.0
0.0 0.0 0.0
0.0 0.0 0.0
0.0 0.0 0.0
0.0 0.0 0.0
0.0 0.0 0.0
0.0 0.0 0.0
0.0 0.0 0.0
0.0 0.0 0.0
0.0 0.0 0.0
0.0 0.0 0.0
0.0 0.0 0.0
0.0 0.0 0.0
0.0 0.0 0.0
0.0 0.0 0.0
0.0 0.0 0.0
0.0 0.0 0.0
0.0 0.0 0.0
0.2 -0.1 0.2
0.0 0.0 -0.1
0.0 0.1 0.0
0.0 0.0 0.0
0.0 0.0 0.0
0.0 0.0 0.0
0.0 0.0 0.0
0.0 0.0 0.0
-0.1 0.0 0.0
-0.1 0.0 0.0
0.0 0.1 -0.1
0.1 0.1 0.1
0.0 0.0 0.0
0.0 0.0 0.0
0.1 -0.1 -0.1
0.0 0.0 0.0
0.0 0.0 0.0
0.0 0.0 0.0
0.0 0.0 0.0
0.0 0.0 0.0
-0.1 0.0 0.0
0.0 0.0 0.0
0.0 0.0 0.0
0.0 0.0 0.0
0.0 0.1 0.0
0.0 0.0 0.0
0.0 0.0 0.0
0.0 0.0 0.0
0.0 0.0 0.0
0.0 0.0 0.0
0.0 0.0 0.0
0.0 0.0 0.0
0.0 0.0 0.0
0.0 0.0 0.0
0.0 0.0 0.0
0.0 0.0 0.0
0.0 0.0 0.0
0.0 0.0 0.0

The molecular weight is 847.1 g/mol. As for the orbital gap (alpha / beta): 0.2846 / 0.2092 Ha. As for the spin multiplicity: 2. The value obtained for the LUMO energy (alpha / beta) is -0.235 / -0.316 hartree. For the total energy, the calculation gives -106581.346 eV. As for the net charge: +2.

(2)
The following is a quantum chemistry calculation of a molecular structure, C27H52P2RuSi in a non-equilibrium geometry, from the Open Molecules 2025 dataset.

Positions of all 83 atoms, in Å:
Ru 1.702 -0.138 -0.732
C -1.021 -0.877 0.401
C -0.560 -1.871 -0.466
C 1.228 -1.211 0.919
C 0.050 -0.417 1.197
C 0.856 -2.034 -0.271
C -2.441 -0.562 0.736
H -3.144 -1.114 0.109
H -2.649 0.506 0.616
H -2.669 -0.810 1.783
C -0.123 0.514 2.346
H -0.899 1.260 2.136
H 0.809 1.044 2.549
H -0.420 -0.015 3.262
C 2.228 -1.703 1.928
H 1.857 -2.641 2.371
H 2.377 -0.965 2.724
H 3.181 -1.927 1.423
C 1.646 -3.243 -0.646
H 1.675 -3.949 0.196
H 2.674 -2.962 -0.903
H 1.184 -3.750 -1.496
C -1.398 -2.839 -1.234
H -1.821 -3.578 -0.531
H -0.800 -3.377 -1.981
H -2.237 -2.340 -1.738
C -1.653 3.420 -1.778
C -2.730 2.674 -1.602
C -3.006 1.286 -2.118
C -2.443 0.945 -3.510
C -0.988 0.497 -3.562
C -0.017 0.997 -2.625
C 0.441 2.323 -2.371
C -0.595 3.340 -2.830
H -4.092 1.230 -2.211
H -2.602 1.803 -4.161
H -2.765 0.480 -1.413
H -1.042 2.958 -3.766
H -1.685 4.427 -1.302
H -3.510 2.998 -0.858
H -0.100 4.288 -3.084
H 0.695 2.464 -1.316
H 0.867 0.208 -2.349
H 1.416 2.484 -2.874
H -3.038 0.120 -3.929
H -0.949 -0.622 -3.530
P -0.301 1.417 -5.341
C -0.436 3.155 -6.082
C -1.464 0.736 -6.595
P 2.027 -0.283 -4.178
C 1.342 0.753 -5.671
C 1.337 -1.873 -4.774
C 3.751 -0.412 -4.801
H 0.395 3.818 -5.799
H -1.388 3.616 -5.775
H -0.464 3.092 -7.185
H -1.126 1.029 -7.601
H -2.456 1.184 -6.430
H -1.529 -0.354 -6.520
H 3.821 -0.111 -5.860
H 4.045 -1.463 -4.689
H 4.390 0.232 -4.180
H 2.073 1.549 -5.909
H 1.255 0.095 -6.554
H 2.131 -2.609 -4.613
H 1.075 -1.859 -5.841
H 0.454 -2.130 -4.178
C 4.076 3.573 0.488
Si 2.946 2.140 0.955
C 3.179 1.784 2.781
C 1.290 2.997 0.778
C 3.352 0.694 -0.173
H 4.101 4.309 1.306
H 3.680 4.085 -0.402
H 5.103 3.262 0.277
H 3.764 2.628 3.177
H 2.253 1.765 3.366
H 3.731 0.867 3.000
H 1.341 3.705 -0.055
H 0.430 2.340 0.639
H 1.097 3.596 1.676
H 3.922 -0.091 0.367
H 3.993 1.031 -1.034

Cartesian forces, eV/Å:
-1.3 0.2 -1.8
-0.2 -0.5 -0.2
0.2 0.1 0.2
-1.8 -1.6 0.5
0.6 -0.5 0.4
-0.2 -0.3 1.7
-0.2 0.3 0.0
0.0 0.0 0.0
-0.1 0.0 0.1
0.1 0.0 -0.2
0.0 0.2 0.2
0.1 -0.1 0.1
-0.4 -0.1 0.1
0.1 0.0 -0.1
0.2 0.2 -0.3
0.1 0.3 0.0
0.1 -0.2 -0.2
-0.1 0.1 0.4
0.1 -0.2 0.0
0.1 0.0 -0.2
-0.1 -0.3 0.0
0.2 0.0 0.0
-0.2 0.1 -0.2
0.1 0.1 -0.3
-0.3 0.1 0.1
0.1 -0.2 0.0
-0.9 2.9 -0.3
-0.5 -1.0 1.5
-0.4 -0.1 -0.7
-0.6 -0.1 0.0
0.6 0.9 0.7
1.7 -3.4 1.5
0.3 1.7 -0.4
0.4 -0.6 -0.2
-0.1 -0.1 -0.1
-0.2 0.1 0.0
0.2 0.4 -0.1
0.2 0.6 0.6
0.1 -0.9 0.0
1.0 -0.2 -0.7
-0.5 -0.1 0.4
-0.2 -0.1 -0.3
-2.7 1.5 -0.8
0.0 -0.1 -0.2
0.1 0.3 0.0
0.3 0.9 -0.9
-1.0 -0.5 -2.2
0.2 0.3 0.6
0.2 -0.3 0.1
0.6 0.3 -1.9
0.6 0.0 0.4
0.0 -0.3 0.2
0.0 0.1 -0.1
-0.3 -0.3 0.1
0.4 -0.2 0.0
0.2 -0.4 0.5
-0.1 -0.2 0.4
0.3 -0.2 0.0
-0.1 0.2 -0.1
0.1 -0.3 0.4
0.2 0.3 0.0
-0.1 -0.3 -0.3
-0.5 -0.2 0.2
0.2 0.3 0.4
-0.4 -0.2 0.0
0.1 -0.1 0.3
0.2 -0.2 -0.2
0.2 0.1 0.0
0.6 0.6 -0.1
0.2 0.1 0.4
-0.5 0.1 0.0
2.9 1.1 -0.1
0.0 -0.1 -0.2
0.2 -0.1 0.2
-0.1 0.1 0.1
-0.1 -0.2 0.0
0.3 0.0 -0.1
0.0 0.1 0.0
-0.1 0.0 0.1
0.0 0.1 0.0
0.1 0.0 0.0
-0.1 0.4 -0.1
-0.4 0.0 0.8

The molecular weight is 567.8 g/mol. As for the orbital gap (alpha / beta): 0.1763 / 0.1965 Ha. As for the spin multiplicity: 6. For the energy above the lowest of the compared OMol25 structures with the same formula, charge and spin, the calculation gives 371.6 kJ/mol. The value obtained for the LUMO energy (alpha / beta) is -0.122 / -0.150 hartree. For the total energy, the calculation gives -57866.141 eV. As for the net charge: +1.